(1)
{"formula": "C3H2FN", "method": "wB97M-V/def2-TZVPD", "relative_energy_ev": 8.176, "multiplicity": 1, "charge": 0, "lumo_energy_ha": [-0.03089, -0.02723], "elements": ["C", "C", "C", "N", "F", "H", "H"], "coordinates": [[-0.525006, 1.016578, 0.107246], [-1.269570, -0.151183, 0.057187], [-0.098369, -0.102152, 0.880816], [1.768190, -1.086190, -0.315959], [-2.362656, -0.732403, -0.256880], [-0.255011, 1.838838, -0.376473], [2.742421, -0.783487, -0.095934]], "forces_ev_per_a": [[-2.7, -6.6, 0.4], [3.0, 3.8, 2.1], [-0.7, -0.2, -0.6], [0.2, -0.1, -0.3], [-0.4, -0.6, -0.5], [1.0, 3.7, -1.4], [-0.4, 0.0, 0.2]]}


(2)
{"formula": "C10H21BNO3Zn", "method": "wB97M-V/def2-TZVPD", "multiplicity": 1, "charge": 1, "lumo_energy_ha": -0.32725, "elements": ["C", "C", "N", "C", "C", "B", "C", "C", "C", "C", "O", "O", "C", "C", "O", "H", "H", "H", "H", "H", "H", "H", "H", "H", "H", "H", "H", "H", "H", "H", "H", "H", "H", "H", "H", "H", "Zn"], "coordinates": [[0.367661, 1.587177, 3.014791], [-0.862665, 1.295717, 1.919934], [-1.182311, -0.180071, 1.832541], [-0.241598, -0.934780, 0.920448], [-0.669544, -0.960347, -0.660839], [0.428783, -1.643279, -1.674885], [2.003236, -1.368175, -1.296270], [2.602217, 0.072628, -1.806656], [2.156446, 0.511700, -3.322165], [0.859450, 1.553888, -3.332664], [-0.148474, 1.455503, -4.222790], [0.872981, 2.596377, -2.261030], [-2.640122, -0.454462, 1.540886], [-3.466578, -1.694381, 2.279099], [-3.369428, 0.249551, 0.631452], [0.853073, 0.587508, 3.403672], [-0.018567, 2.205354, 3.956969], [1.191368, 2.222055, 2.476079], [-1.810008, 1.844118, 2.392022], [-0.673228, 1.816154, 0.888363], [-0.096647, -2.057264, 1.289420], [0.830442, -0.429467, 1.063811], [-0.887304, 0.155170, -1.016723], [-1.696430, -1.539751, -0.848851], [0.266350, -2.828736, -1.601195], [0.162879, -1.368716, -2.801137], [2.264312, -1.538714, -0.145419], [2.633276, -2.205639, -1.868537], [2.401144, 0.885633, -0.977702], [3.788511, -0.058732, -1.836664], [1.912337, -0.431763, -4.011716], [3.020416, 1.093686, -3.904755], [0.870775, 3.498290, -2.737052], [-3.528055, -2.647452, 1.594582], [-4.566967, -1.298383, 2.502923], [-2.959240, -1.931595, 3.309553], [-0.668488, 1.941201, 5.310505]], "forces_ev_per_a": [[1.0, -0.9, -2.4], [-1.0, 1.1, 1.7], [-0.7, 1.0, -2.2], [1.9, -0.6, 0.4], [-1.3, 2.8, 0.1], [0.7, 0.0, 1.9], [2.6, -1.0, 1.0], [0.5, 0.3, 0.3], [-0.5, 0.6, -0.4], [-4.3, -0.6, -3.6], [6.8, 0.9, 6.1], [0.4, -0.8, -3.6], [-5.4, 1.7, -4.3], [0.4, 0.9, 0.5], [5.4, -3.8, 6.0], [-1.0, 2.0, -0.7], [1.5, -0.2, -3.8], [-1.4, -1.0, 1.3], [1.8, -1.3, -1.3], [0.0, -1.2, 1.8], [-0.6, 2.3, -0.8], [-2.5, -1.0, -0.4], [-0.1, -1.9, 1.3], [2.1, 1.0, -0.1], [0.8, -1.1, -0.8], [-1.6, 0.0, -0.6], [-0.2, 0.5, -2.5], [-1.5, 1.5, 1.2], [0.2, -1.3, -2.0], [-2.5, 0.0, 0.2], [0.3, 2.2, 1.7], [-1.8, -1.1, 1.6], [-0.4, -2.0, 0.9], [0.3, 2.0, 1.3], [2.5, -0.8, -0.8], [-0.9, 0.2, -2.1], [-1.5, -0.5, 3.1]]}


(3)
{"formula": "C11H23N6O", "method": "wB97M-V/def2-TZVPD", "relative_energy_ev": 0.000, "multiplicity": 1, "charge": 1, "lumo_energy_ha": -0.15390, "elements": ["N", "C", "N", "C", "N", "N", "C", "C", "C", "N", "C", "C", "H", "H", "H", "H", "H", "H", "H", "H", "H", "H", "H", "H", "C", "C", "C", "O", "C", "N", "H", "H", "H", "H", "H", "H", "H", "H", "H", "H", "H"], "coordinates": [[1.948739, 0.689604, -1.012160], [0.604305, 1.121311, -1.139257], [0.329406, 2.020536, -2.311571], [-0.709066, 2.785979, -2.452640], [-0.927677, 3.523086, -3.602217], [-1.675278, 2.897205, -1.454541], [-2.609116, 1.794326, -1.408539], [-3.392386, 1.504385, -2.512678], [-4.262241, 0.426844, -2.432842], [-4.399937, -0.328183, -1.347005], [-3.662109, -0.014249, -0.291352], [-2.740107, 1.025444, -0.266231], [2.249128, 0.108882, -1.783797], [2.604534, 1.441046, -0.842861], [-0.035666, 0.244426, -1.267056], [0.272243, 1.620169, -0.229375], [1.019933, 2.009080, -3.054960], [-0.562503, 4.469454, -3.516401], [-0.494463, 3.094528, -4.416869], [-1.261573, 3.044841, -0.539067], [-3.321566, 2.089555, -3.421041], [-4.883815, 0.176067, -3.286810], [-3.793151, -0.620216, 0.599717], [-2.162075, 1.221606, 0.632044], [0.579340, -3.028791, 2.971580], [0.944737, -2.143193, 1.787409], [2.424265, -2.183053, 1.386870], [3.285348, -1.450135, 2.229537], [3.708209, -2.123572, 3.404003], [0.502737, -0.767037, 2.053456], [0.893372, -2.585858, 3.916928], [-0.500580, -3.162215, 3.020758], [1.038755, -4.014268, 2.884426], [0.385124, -2.507285, 0.918670], [2.499421, -1.705563, 0.406137], [2.784643, -3.213977, 1.276013], [3.836942, -3.194053, 3.221593], [3.006926, -1.980579, 4.229171], [4.667751, -1.698750, 3.693321], [0.672073, -0.219282, 1.215293], [1.135377, -0.368113, 2.742347]], "forces_ev_per_a": [[-0.2, 0.5, -0.5], [-0.2, -0.9, 0.2], [-0.1, 0.1, 0.0], [-0.3, 0.4, 0.0], [0.7, -0.8, -0.3], [0.6, 0.1, 0.4], [-0.3, 0.1, -0.2], [0.1, 0.0, -0.2], [0.0, 0.0, 0.0], [-0.1, 0.0, -0.1], [0.1, 0.0, 0.2], [0.0, 0.1, 0.1], [0.1, -0.1, 0.1], [0.1, -0.1, 0.1], [0.0, 0.1, 0.0], [0.1, 0.2, -0.1], [0.1, 0.1, 0.1], [-0.8, 0.3, 0.1], [0.1, 0.1, 0.0], [0.0, -0.1, 0.0], [-0.1, 0.0, 0.1], [0.0, 0.0, 0.1], [0.0, 0.0, -0.1], [0.0, 0.0, -0.1], [0.0, 0.0, 0.0], [0.0, 0.0, 0.2], [0.0, 0.0, -0.2], [0.0, 0.0, 0.0], [0.1, 0.1, 0.0], [-0.1, 0.1, -0.2], [0.0, 0.0, 0.0], [0.0, 0.0, 0.0], [0.0, 0.0, 0.0], [0.0, 0.0, 0.0], [0.1, 0.0, 0.0], [-0.1, 0.0, 0.1], [0.0, 0.0, 0.0], [0.0, -0.1, 0.0], [0.0, 0.0, 0.0], [0.1, 0.0, 0.0], [-0.1, 0.0, 0.1]]}


(4)
{"formula": "C21H60AlFN10O5P3", "method": "wB97M-V/def2-TZVPD", "multiplicity": 1, "charge": -1, "lumo_energy_ha": 0.04365, "elements": ["C", "O", "C", "Al", "F", "O", "C", "N", "H", "H", "H", "H", "H", "H", "O", "P", "N", "C", "C", "N", "C", "C", "N", "C", "C", "H", "H", "H", "H", "H", "H", "H", "H", "H", "H", "H", "H", "H", "H", "H", "H", "H", "H", "O", "P", "N", "C", "C", "N", "C", "C", "N", "C", "C", "H", "H", "H", "H", "H", "H", "H", "H", "H", "H", "H", "H", "H", "H", "H", "H", "H", "H", "O", "P", "N", "C", "C", "N", "C", "C", "N", "C", "C", "H", "H", "H", "H", "H", "H", "H", "H", "H", "H", "H", "H", "H", "H", "H", "H", "H", "H"], "coordinates": [[-1.223815, -3.838913, 1.432337], [-0.631706, -5.104911, 1.391780], [-1.372349, -6.020945, 0.565267], [-2.748494, -7.145347, 1.544060], [-3.044502, -6.625427, 3.199710], [-4.403765, -6.931357, 0.667660], [-4.727716, -5.721918, 0.569806], [-5.006810, -4.591725, 0.566394], [-2.303872, -3.889604, 1.623828], [-1.066757, -3.234680, 0.526498], [-0.781391, -3.293212, 2.272571], [-1.919360, -5.415210, -0.179362], [-0.706688, -6.709575, 0.028719], [-2.378707, -8.706632, 1.461572], [-3.072566, -2.049642, 3.927614], [-3.259571, -1.338375, 5.244792], [-1.617862, -0.886604, 5.523748], [-0.583387, -1.625564, 6.204283], [-1.079065, 0.077225, 4.578335], [-3.841450, -2.713625, 6.105733], [-3.187363, -3.356306, 7.220090], [-4.542036, -3.725651, 5.303458], [-3.779315, -0.325688, 6.549583], [-2.969036, 0.398638, 7.504195], [-5.179261, -0.414743, 6.950193], [0.065783, -0.928785, 6.752843], [0.041543, -2.208552, 5.514817], [-0.958231, -2.301775, 6.965804], [-1.603241, 1.039048, 4.670657], [-1.172936, -0.268714, 3.542611], [-0.022870, 0.273818, 4.765977], [-2.333684, -3.964846, 6.897831], [-3.885310, -4.021332, 7.738080], [-2.866224, -2.635104, 7.977094], [-3.850067, -4.403751, 4.793249], [-5.173996, -3.255381, 4.553638], [-5.201301, -4.319368, 5.943451], [-2.512398, -0.271978, 8.239505], [-3.576687, 1.124639, 8.053286], [-2.188346, 0.987940, 7.027635], [-5.306910, -1.102443, 7.792964], [-5.798652, -0.768944, 6.128232], [-5.573158, 0.564223, 7.241167], [0.883593, -1.986974, -1.068600], [2.345239, -1.882794, -1.433551], [2.966562, -1.549513, 0.136468], [3.156648, -0.274915, 0.779901], [2.822111, -2.641210, 1.093958], [2.174389, -0.537398, -2.505630], [2.739374, 0.776332, -2.314923], [0.883964, -0.411763, -3.181092], [3.944238, -2.129044, -2.040179], [5.204925, -1.909852, -1.365331], [4.097120, -2.298695, -3.481593], [4.060669, -0.309068, 1.403148], [2.308229, 0.005448, 1.419687], [3.336614, 0.542482, 0.088075], [3.424404, -3.504916, 0.782473], [1.780920, -2.966282, 1.193126], [3.173239, -2.351724, 2.084793], [2.186861, 1.352814, -1.560465], [2.706517, 1.347394, -3.248564], [3.798446, 0.733236, -2.047316], [0.130175, 0.065937, -2.543725], [0.508238, -1.386957, -3.482728], [0.994125, 0.180860, -4.093976], [5.432226, -0.843040, -1.268570], [6.025314, -2.372501, -1.922164], [5.237314, -2.371207, -0.380770], [4.352746, -1.350574, -3.966787], [3.178207, -2.671424, -3.930499], [4.878640, -3.027696, -3.715775], [1.503813, 3.004509, -5.135155], [1.399685, 4.421920, -5.657312], [2.256924, 5.217823, -4.393648], [1.744535, 5.760841, -3.158339], [3.670183, 4.884247, -4.307296], [-0.322900, 4.507496, -5.600607], [-1.100926, 5.391084, -4.763209], [-1.035605, 3.240153, -5.760520], [1.416926, 5.860847, -6.608285], [1.870322, 7.183957, -6.231813], [0.629635, 5.863075, -7.838596], [2.300048, 6.671394, -2.899570], [1.829379, 5.056020, -2.320651], [0.710314, 6.083756, -3.217875], [4.201661, 5.232431, -5.203315], [3.831267, 3.804553, -4.208832], [4.143000, 5.367190, -3.452246], [-1.119542, 5.054683, -3.719468], [-2.136830, 5.430989, -5.112282], [-0.743760, 6.422110, -4.814983], [-1.084735, 2.673456, -4.823872], [-0.555559, 2.617977, -6.512319], [-2.055317, 3.423771, -6.109412], [1.167829, 7.672246, -5.549546], [1.970691, 7.821892, -7.114228], [2.858527, 7.173966, -5.777846], [-0.356662, 6.308783, -7.675288], [0.486150, 4.851015, -8.212606], [1.133420, 6.421980, -8.631996]], "forces_ev_per_a": [[-0.3, 0.5, 0.5], [0.6, -0.3, -0.2], [-1.2, 0.2, 0.1], [0.2, 0.2, 1.0], [0.1, -0.3, -1.1], [0.6, -0.3, 0.1], [-0.3, 0.7, 0.4], [-0.1, -0.2, -0.3], [0.0, -0.1, 0.0], [0.1, -0.3, -0.1], [0.0, 0.0, 0.0], [0.3, -0.2, -0.2], [0.3, 0.3, 0.1], [-0.2, -0.1, 0.0], [-2.1, 2.9, -1.1], [4.0, -4.1, 3.6], [0.3, 0.7, 0.3], [0.0, -0.2, 0.2], [-0.4, 0.0, -0.3], [-0.9, -0.5, -0.4], [-0.1, 0.5, 0.5], [0.2, 0.0, -0.3], [-1.4, 0.6, -1.5], [0.4, 0.6, -0.3], [-0.1, 0.1, -0.1], [0.1, 0.0, -0.2], [0.0, 0.0, 0.0], [-0.2, -0.1, -0.1], [0.0, 0.0, -0.1], [0.0, 0.0, 0.0], [0.0, -0.1, 0.2], [0.0, 0.0, 0.1], [-0.1, 0.0, -0.1], [0.2, 0.1, -0.1], [-0.1, 0.0, -0.1], [0.1, 0.0, -0.1], [0.1, 0.1, 0.2], [0.1, 0.0, -0.1], [-0.2, -0.2, -0.1], [0.1, -0.2, 0.0], [0.0, 0.0, 0.0], [0.0, -0.1, 0.0], [0.1, 0.0, 0.0], [0.6, -3.3, -1.3], [0.8, 6.2, 2.2], [0.7, -0.3, 0.3], [0.0, 0.3, -0.1], [-0.3, -0.3, -0.3], [-0.8, -0.1, -0.8], [0.7, -0.1, -0.2], [-0.2, -0.1, 0.1], [-1.0, -1.7, -0.9], [0.2, -0.6, 0.6], [-0.1, -0.1, -0.1], [-0.1, -0.1, 0.1], [0.0, 0.0, 0.0], [-0.2, -0.1, -0.2], [-0.1, -0.1, 0.0], [0.0, -0.1, 0.0], [0.1, 0.2, -0.1], [0.1, 0.1, 0.0], [-0.2, -0.1, 0.0], [0.0, -0.1, 0.2], [-0.1, 0.0, 0.0], [-0.1, 0.0, 0.2], [0.2, 0.1, 0.1], [-0.1, 0.0, 0.1], [-0.2, 0.0, -0.2], [-0.1, 0.2, 0.1], [0.0, 0.0, 0.0], [0.0, 0.1, 0.0], [0.0, 0.0, 0.1], [1.9, -0.4, -3.1], [-3.2, 2.6, 5.2], [0.5, 0.5, -0.1], [-0.2, 0.1, 0.1], [0.0, -0.3, -0.4], [-0.5, -0.9, -0.5], [0.1, 0.6, -0.3], [0.2, -0.2, 0.2], [0.5, -1.5, -1.5], [0.9, 0.1, 0.1], [0.0, -0.1, -0.2], [0.1, -0.1, 0.0], [0.0, 0.0, 0.0], [-0.1, -0.2, -0.2], [0.1, -0.1, 0.0], [0.0, 0.0, 0.0], [-0.2, 0.1, 0.0], [0.0, 0.1, 0.0], [0.0, -0.1, -0.1], [0.2, 0.0, 0.1], [0.0, -0.1, 0.0], [0.1, -0.1, 0.1], [0.0, 0.2, 0.1], [0.0, -0.1, 0.1], [-0.2, -0.2, -0.1], [-0.1, -0.1, 0.2], [0.0, 0.0, 0.0], [-0.1, 0.0, 0.1], [0.1, 0.0, 0.1]]}


(5)
{"formula": "C4H6O2", "method": "wB97M-V/def2-TZVPD", "smiles": "O=C=CCCO", "relative_energy_ev": 4.015, "multiplicity": 1, "charge": 0, "lumo_energy_ha": [0.01676, 0.01672], "elements": ["C", "C", "C", "O", "C", "O", "H", "H", "H", "H", "H", "H"], "coordinates": [[0.623310, 0.836714, -0.508735], [0.687491, -0.259790, 0.957066], [-0.111009, -1.119521, 0.111317], [-0.485870, 1.628820, -0.460861], [-1.505806, -1.229243, 0.087319], [-2.469376, -0.576053, -0.177156], [-1.275542, 1.085785, -0.669237], [1.502912, 1.439715, -0.289616], [0.799618, 0.351410, -1.475600], [1.682390, -0.616406, 1.207791], [0.145574, 0.329539, 1.690220], [0.406309, -1.870970, -0.472510]], "forces_ev_per_a": [[2.6, 0.2, 2.3], [-0.8, 2.0, -3.0], [-2.9, -3.3, 0.1], [-1.1, -0.5, -0.1], [2.4, 2.3, 0.2], [-0.4, -1.2, 0.1], [0.4, 0.4, 0.1], [0.0, 0.5, -0.3], [-0.2, -0.4, 0.4], [-0.1, 0.2, 0.1], [0.3, -0.1, 0.1], [0.0, 0.0, -0.1]]}


> Look up the charge of the second one.

+1


> Number 3 is which compound?

C11H23N6O